{
  "formula": "C16H45N4O6V",
  "method": "ωB97M-V/def2-TZVPD",
  "symbols": ["O", "V", "O", "H", "C", "C", "C", "O", "C", "N", "H", "H", "H", "H", "H", "H", "H", "H", "H", "H", "H", "C", "C", "C", "O", "C", "N", "H", "H", "H", "H", "H", "H", "H", "H", "H", "H", "H", "C", "C", "C", "O", "C", "N", "H", "H", "H", "H", "H", "H", "H", "H", "H", "H", "H", "C", "C", "C", "O", "C", "N", "H", "H", "H", "H", "H", "H", "H", "H", "H", "H", "H"],
  "xyz": [[-18.5370, -1.3543, 9.8748], [-18.5642, -0.5075, 8.5308], [-18.0621, -2.1511, 7.4536], [-18.3240, -2.9336, 6.9691], [-16.4592, -3.5468, 4.1754], [-16.8611, -2.1359, 3.7600], [-18.1727, -2.0746, 2.9573], [-18.0399, -3.1175, 1.9993], [-19.0385, -3.0662, 1.0143], [-16.9720, -1.2564, 4.9259], [-16.3097, -4.1477, 3.2779], [-17.2782, -3.9685, 4.7605], [-15.5242, -3.6404, 4.7262], [-16.1113, -1.6360, 3.1400], [-18.3418, -1.1022, 2.4889], [-19.0304, -2.3231, 3.5993], [-19.0293, -2.1333, 0.4401], [-20.0564, -3.1469, 1.4166], [-18.9900, -3.8720, 0.2830], [-16.0193, -1.0801, 5.2321], [-17.3869, -1.7561, 5.7298], [-20.3620, 1.1932, 4.9426], [-20.1051, 0.6828, 6.3717], [-20.8933, -0.5817, 6.7345], [-20.5439, -0.9806, 8.0713], [-21.2137, -2.1804, 8.4127], [-18.6401, 0.5135, 6.5823], [-19.8168, 2.1367, 4.8854], [-21.4165, 1.4646, 4.8838], [-20.0451, 0.5036, 4.1638], [-20.3930, 1.4946, 7.0479], [-20.6058, -1.3972, 6.0618], [-21.9746, -0.4793, 6.6422], [-22.2974, -2.1828, 8.2856], [-21.1256, -2.3329, 9.4911], [-20.8320, -3.1297, 8.0316], [-18.2521, 0.0373, 5.7475], [-18.3048, 1.4500, 6.3472], [-18.2663, -5.1840, 9.8275], [-17.6394, -5.5986, 8.4766], [-18.6867, -5.9136, 7.4124], [-18.1689, -6.7185, 6.3758], [-17.5434, -7.9359, 6.7205], [-16.7005, -4.5577, 8.0518], [-17.4780, -5.0575, 10.5686], [-18.9676, -5.8951, 10.2665], [-18.7996, -4.2377, 9.7024], [-17.0639, -6.5112, 8.6402], [-19.1165, -5.0102, 6.9695], [-19.5355, -6.4248, 7.8872], [-17.9578, -8.5351, 7.5350], [-16.4712, -7.8760, 6.9353], [-17.5510, -8.5817, 5.8418], [-16.3935, -4.8741, 7.1349], [-17.2413, -3.6995, 7.8659], [-15.4716, 2.1114, 8.7498], [-15.5587, 0.7821, 7.9889], [-14.1888, 0.1820, 7.5978], [-14.4936, -0.9372, 6.7614], [-13.4563, -1.9135, 6.6920], [-16.3421, -0.2001, 8.7786], [-15.0939, 2.8995, 8.0992], [-14.6848, 2.0103, 9.5018], [-16.4288, 2.3668, 9.1984], [-16.1242, 0.9918, 7.0810], [-13.5603, -0.1925, 8.4093], [-13.6476, 0.8463, 6.9190], [-13.7922, -2.7113, 6.0344], [-13.2130, -2.3259, 7.6717], [-12.5845, -1.4686, 6.2057], [-16.1550, -1.0942, 8.3004], [-15.7889, -0.3833, 9.6166]],
  "lowdin_spin": [-0.23, 1.18, 0.02, 0.00, 0.00, 0.00, 0.00, 0.00, 0.00, 0.00, 0.00, 0.00, 0.00, 0.00, 0.00, 0.00, 0.00, 0.00, 0.00, 0.00, 0.00, 0.00, 0.00, 0.00, 0.02, 0.00, 0.00, 0.00, 0.00, 0.00, 0.00, 0.00, 0.00, 0.00, 0.00, 0.00, 0.00, 0.00, 0.00, 0.00, 0.00, 0.00, 0.00, 0.00, 0.00, 0.00, 0.00, 0.00, 0.00, 0.00, 0.00, 0.00, 0.00, 0.00, 0.00, 0.00, 0.00, 0.00, 0.00, 0.00, 0.00, 0.00, 0.00, 0.00, 0.00, 0.00, 0.00, 0.00, 0.00, 0.00, 0.00, 0.00],
  "de_lowest_kj_mol": 8.25,
  "charge": 1,
  "e_lumo_ha": [-0.151, -0.139],
  "spin_multiplicity": 2,
  "largest_force_ev_per_a": 5.87,
  "total_energy_ha": -2250.8105,
  "orbital_gap_ha": [0.25335, 0.26555],
  "homo_energy_ev": [-11.016, -11.017]
}